Record 1
{"formula": "C6H7PS", "method": "ωB97M-V with the def2-TZVPD basis set", "symbols": ["C", "P", "C", "C", "C", "S", "C", "C", "H", "H", "H", "H", "H", "H", "H"], "positions_angstrom": [[-2.49, 0.58, 1.52], [-1.64, -0.33, 0.40], [-0.03, -0.56, -0.62], [0.84, -1.72, -0.32], [2.02, -1.24, 0.33], [2.05, 0.42, 0.75], [0.62, 0.75, -0.32], [0.15, 1.96, -0.58], [-2.05, 1.36, 2.07], [-2.57, -0.99, -0.33], [-0.40, -0.57, -1.63], [0.70, -2.74, -0.52], [2.77, -1.81, 0.75], [0.84, 2.77, -0.54], [-0.83, 2.13, -0.98]], "lumo_energy_ev": 0.150, "e_tot_ev": -26453.799, "charge": 0, "smiles": "C#[PH][C@@H]1C=CSC1=C", "gap_ev": 7.982}

Record 2
{"formula": "C6H8", "method": "ωB97M-V with the def2-TZVPD basis set", "symbols": ["C", "C", "C", "H", "H", "H", "H", "C", "C", "C", "H", "H", "H", "H"], "positions_angstrom": [[-0.44, -2.04, -1.97], [0.59, -1.66, -1.55], [1.73, -1.03, -0.99], [-1.11, -2.56, -2.61], [2.04, -1.76, -0.33], [1.17, -0.09, -0.48], [2.17, -0.73, -1.83], [-1.89, 1.07, 0.07], [-1.17, 1.03, 1.04], [-0.27, 1.49, 2.16], [-2.62, 1.37, -0.58], [-0.94, 1.91, 2.98], [0.37, 2.32, 1.69], [0.38, 0.67, 2.40]], "lumo_energy_ev": 0.897, "e_tot_ev": -6346.198, "charge": 0, "smiles": "C#CC.C#CC", "gap_ev": 10.560}

Record 3
{"formula": "C6H8", "method": "ωB97M-V with the def2-TZVPD basis set", "symbols": ["C", "C", "C", "C", "C", "C", "H", "H", "H", "H", "H", "H", "H", "H"], "positions_angstrom": [[1.15, -0.76, 0.18], [-0.33, -0.84, -0.42], [-1.15, -0.24, 0.70], [-0.43, 1.06, 0.34], [1.02, 0.73, -0.07], [-0.09, 0.57, -1.04], [1.48, -1.46, -0.56], [1.42, -1.03, 1.22], [-0.70, -1.68, -1.03], [-2.21, -0.20, 0.46], [-0.97, -0.73, 1.67], [-0.73, 2.06, 0.63], [1.75, 1.54, -0.06], [-0.19, 0.98, -2.03]], "lumo_energy_ev": 1.218, "e_tot_ev": -6348.381, "charge": 0, "smiles": "C1[C@H]2C[C@H]3[C@@H]1[C@@H]23", "gap_ev": 10.546}

Record 4
{"formula": "C6H8", "method": "ωB97M-V with the def2-TZVPD basis set", "symbols": ["C", "C", "C", "C", "C", "C", "H", "H", "H", "H", "H", "H", "H", "H"], "positions_angstrom": [[0.81, 0.08, -1.30], [-0.54, 0.03, -0.54], [-0.42, -1.22, 0.37], [0.45, -0.77, 1.52], [0.11, 0.65, 1.60], [-0.52, 1.10, 0.50], [1.05, 1.08, -1.68], [0.83, -0.64, -2.12], [-1.40, 0.07, -1.23], [-0.09, -2.12, -0.15], [-1.38, -1.45, 0.86], [1.59, -0.20, -0.58], [0.42, 1.29, 2.43], [-0.90, 2.11, 0.33]], "lumo_energy_ev": [-0.430, -0.430], "e_tot_ev": -6347.758, "charge": 0, "gap_ev": [7.698, 7.699]}

Record 5
{"formula": "C6H8", "method": "ωB97M-V with the def2-TZVPD basis set", "symbols": ["C", "C", "C", "C", "C", "C", "H", "H", "H", "H", "H", "H", "H", "H"], "positions_angstrom": [[-1.25, -1.14, -2.24], [-1.15, -1.16, -1.04], [-0.62, -1.04, 0.31], [0.54, -0.07, 0.19], [0.94, 0.79, 1.36], [0.40, 1.42, 0.11], [-1.32, -1.11, -3.31], [-1.36, -0.72, 1.06], [-0.23, -2.01, 0.64], [1.28, -0.46, -0.51], [1.98, 0.92, 1.63], [0.26, 0.76, 2.21], [-0.58, 1.90, 0.13], [1.12, 1.92, -0.54]], "lumo_energy_ev": 1.171, "e_tot_ev": -6348.793, "charge": 0, "smiles": "C#CCC1CC1", "gap_ev": 10.956}

Record 6
{"formula": "C6H8", "method": "ωB97M-V with the def2-TZVPD basis set", "symbols": ["C", "C", "C", "C", "C", "C", "H", "H", "H", "H", "H", "H", "H", "H"], "positions_angstrom": [[-0.35, 0.60, -2.57], [-0.30, 0.55, -1.36], [-0.26, 0.38, 0.09], [-1.18, -0.80, 0.60], [0.98, -0.36, 0.72], [0.93, 1.08, 0.74], [-0.38, 0.61, -3.64], [-1.55, -0.66, 1.61], [-0.70, -1.81, 0.59], [-1.95, -0.87, -0.15], [1.48, -0.97, -0.01], [0.79, -0.85, 1.68], [0.86, 1.62, 1.68], [1.62, 1.50, 0.01]], "lumo_energy_ev": 1.105, "e_tot_ev": -6346.995, "charge": 0, "smiles": "C#CC1(C)CC1", "gap_ev": 9.455}

Record 7
{"formula": "C6H8", "method": "ωB97M-V with the def2-TZVPD basis set", "symbols": ["C", "C", "C", "C", "C", "C", "H", "H", "H", "H", "H", "H", "H", "H"], "positions_angstrom": [[2.94, -0.40, -0.61], [1.76, -0.30, -0.33], [0.35, -0.20, 0.01], [-0.26, 1.11, 0.43], [-1.58, 0.38, 0.70], [-0.59, -0.98, -0.79], [3.97, -0.49, -0.86], [-0.54, -0.62, 1.00], [0.18, 1.54, 1.34], [-0.28, 1.87, -0.36], [-1.95, 0.38, 1.73], [-2.41, 0.56, 0.01], [-0.41, -1.08, -1.87], [-1.19, -1.78, -0.38]], "lumo_energy_ev": -0.171, "e_tot_ev": -6343.682, "charge": 0, "gap_ev": 8.212}

Record 8
{"formula": "C6H8", "method": "ωB97M-V with the def2-TZVPD basis set", "symbols": ["C", "C", "C", "C", "C", "C", "H", "H", "H", "H", "H", "H", "H", "H"], "positions_angstrom": [[0.19, -1.11, -0.83], [0.47, -0.54, 0.34], [0.42, -0.27, -1.95], [0.31, 0.77, -0.24], [0.68, -1.14, 1.73], [-1.09, 1.45, -0.17], [1.37, -0.02, -2.27], [-0.38, 0.22, -2.47], [0.43, -0.57, 2.61], [1.81, -1.20, 1.81], [0.17, -2.12, 1.68], [-1.41, 1.25, 0.90], [-1.86, 0.91, -0.70], [-1.13, 2.39, -0.44]], "lumo_energy_ev": 0.593, "e_tot_ev": -6345.444, "charge": 0, "gap_ev": 8.427}

Record 9
{"formula": "C6H8", "method": "ωB97M-V with the def2-TZVPD basis set", "symbols": ["C", "C", "C", "C", "C", "C", "H", "H", "H", "H", "H", "H", "H", "H"], "positions_angstrom": [[-3.41, -0.63, -0.17], [-2.39, -0.01, 0.00], [-1.17, 0.88, 0.13], [0.05, -0.03, 0.36], [1.17, 0.15, -0.35], [2.50, -0.42, -0.01], [-4.20, -1.25, -0.37], [-0.94, 1.38, -0.82], [-1.33, 1.64, 0.95], [-0.04, -0.82, 1.14], [1.17, 0.89, -1.09], [2.27, -1.36, 0.65], [3.17, 0.34, 0.53], [3.15, -0.76, -0.96]], "lumo_energy_ev": 1.117, "e_tot_ev": -6348.568, "charge": 0, "smiles": "C#CC/C=C/C", "gap_ev": 10.483}

Record 10
{"formula": "C6H8", "method": "ωB97M-V with the def2-TZVPD basis set", "symbols": ["C", "C", "C", "H", "H", "H", "H", "C", "C", "C", "H", "H", "H", "H"], "positions_angstrom": [[-0.12, 1.30, 1.95], [0.95, 1.64, 1.37], [2.01, 2.06, 0.73], [-1.07, 1.71, 1.80], [-0.02, 0.44, 2.64], [2.86, 2.77, 1.25], [2.39, 1.53, -0.23], [-0.47, -0.02, -1.03], [-0.83, -1.16, -1.22], [-1.37, -2.49, -1.51], [0.05, 0.82, -0.66], [-1.36, -2.76, -2.63], [-2.35, -2.55, -1.19], [-0.68, -3.28, -1.26]], "lumo_energy_ev": 0.990, "e_tot_ev": -6346.879, "charge": 0, "smiles": "C=C=C.C#CC", "gap_ev": 10.616}

Record 11
{"formula": "C6H8", "method": "ωB97M-V with the def2-TZVPD basis set", "symbols": ["C", "C", "C", "C", "C", "C", "H", "H", "H", "H", "H", "H", "H", "H"], "positions_angstrom": [[0.77, -1.10, -0.53], [-0.70, -1.27, -0.42], [-1.24, -0.42, 0.70], [-0.45, 0.82, 1.06], [0.44, 1.24, 0.16], [0.63, 0.36, -1.04], [1.35, -1.09, 0.40], [1.24, -1.77, -1.26], [-0.30, 0.40, -1.65], [-1.27, -1.15, 1.53], [-2.29, -0.17, 0.51], [-0.65, 1.35, 1.99], [1.04, 2.14, 0.29], [1.43, 0.64, -1.73]], "lumo_energy_ev": 0.574, "e_tot_ev": -6347.525, "charge": 0, "gap_ev": 8.641}

Record 12
{"formula": "C6H8", "method": "ωB97M-V with the def2-TZVPD basis set", "symbols": ["C", "C", "C", "C", "C", "C", "H", "H", "H", "H", "H", "H", "H", "H"], "positions_angstrom": [[-1.02, -0.43, -0.82], [-0.11, 0.80, -0.61], [-0.09, 1.07, 0.91], [0.57, -0.30, 1.01], [0.05, -1.21, -0.09], [1.10, -0.19, -0.39], [-1.05, -0.69, -1.89], [-2.04, -0.38, -0.43], [-0.34, 1.51, -1.40], [0.64, 1.83, 1.24], [-1.05, 1.28, 1.40], [1.05, -0.75, 1.88], [0.18, -2.28, -0.06], [2.12, -0.27, -0.76]], "lumo_energy_ev": 1.223, "e_tot_ev": -6348.873, "charge": 0, "smiles": "C1[C@H]2C[C@H]3[C@@H]1[C@@H]23", "gap_ev": 10.626}

Record 13
{"formula": "C6H8", "method": "ωB97M-V with the def2-TZVPD basis set", "symbols": ["C", "C", "C", "C", "C", "C", "H", "H", "H", "H", "H", "H", "H", "H"], "positions_angstrom": [[-1.31, -1.20, 1.28], [-1.47, -0.80, 0.05], [-1.27, -0.19, -1.09], [0.02, 0.62, -1.16], [1.09, 0.08, -0.26], [1.74, 0.80, 0.65], [-1.59, -0.54, 2.10], [-0.81, -2.13, 1.52], [-1.97, -0.20, -1.93], [-0.20, 1.66, -0.89], [0.41, 0.63, -2.19], [1.34, -0.97, -0.39], [2.57, 0.39, 1.22], [1.48, 1.84, 0.85]], "lumo_energy_ev": 1.181, "e_tot_ev": -6349.012, "charge": 0, "smiles": "C=C=CCC=C", "gap_ev": 10.526}

So what do the calculations give for energy above the lowest of the compared OMol25 structures with the same formula, charge and spin? Going down the list: 117.7 105.8 55.4 69.8 45.9 87.4 163.8 123.1 51.1 90.0 75.2 44.1 40.9 kcal per mole.